Record 1
{"formula": "C28H59N2O3", "method": "ωB97M-V/def2-TZVPD", "total_charge": 1, "symbols": ["O", "O", "O", "N", "N", "C", "C", "C", "C", "C", "C", "C", "C", "C", "C", "C", "C", "C", "C", "C", "C", "C", "C", "C", "C", "C", "C", "C", "C", "C", "C", "C", "C", "H", "H", "H", "H", "H", "H", "H", "H", "H", "H", "H", "H", "H", "H", "H", "H", "H", "H", "H", "H", "H", "H", "H", "H", "H", "H", "H", "H", "H", "H", "H", "H", "H", "H", "H", "H", "H", "H", "H", "H", "H", "H", "H", "H", "H", "H", "H", "H", "H", "H", "H", "H", "H", "H", "H", "H", "H", "H", "H"], "xyz": [[6.335240, 1.514360, -3.085552], [0.636868, -5.610729, -2.422401], [-4.441228, 4.385075, 2.320459], [-1.045092, 0.302133, 1.922740], [-1.290153, 0.890703, 0.647048], [-1.002168, 1.213608, 3.078970], [5.824796, 2.191703, -1.932649], [-0.716391, -6.865247, -3.912758], [1.556894, -1.082950, -1.795943], [5.477729, -0.118536, -1.601829], [0.693857, -6.805240, -4.470297], [-4.110168, 6.681205, 2.810066], [4.869754, 1.227677, -1.250249], [0.060656, 0.974599, -0.046802], [0.253857, -0.365001, -2.291016], [-1.919687, 2.220216, 0.528854], [2.646141, 1.780870, 2.065238], [-3.451617, 2.090451, 0.913640], [-5.334265, 6.194684, 3.565801], [-0.493990, -6.494401, -2.457426], [-5.680248, 4.920086, 2.816995], [0.252179, -3.663900, 2.132733], [1.578671, 1.252814, 3.093673], [0.047022, -3.977663, 0.605235], [0.271611, 2.129462, 3.141261], [1.294764, -2.536468, -1.249805], [0.136292, -2.590563, -0.187907], [-3.691640, 0.564140, 0.563605], [-3.413612, 5.376426, 2.466869], [5.984791, 0.127708, -3.012213], [-2.317465, -0.020191, 0.023635], [1.283890, -5.635488, -3.703773], [0.022165, 1.043447, -1.601397], [2.206000, -1.201967, -2.689268], [3.680035, 1.609926, 2.409735], [-1.341121, -6.111300, -4.400353], [0.294676, 2.912168, 2.362719], [-4.294323, -0.069208, 1.234430], [-0.992393, -4.350207, 0.503556], [2.245318, -2.966082, -0.883368], [5.339716, 3.120029, -2.239259], [-4.418148, 7.193116, 1.894476], [0.701957, 0.178034, 0.355390], [3.871684, 1.312013, -1.694362], [-3.697385, 2.233871, 1.975302], [5.201579, -0.062902, -3.754703], [0.348846, -0.132897, -3.372872], [1.073035, -4.684896, -4.208044], [0.733851, -6.668016, -5.550399], [-6.170598, 4.179256, 3.449929], [-6.326859, 5.127140, 1.958204], [0.943619, -3.118507, -2.126248], [2.362518, -5.723323, -3.565448], [0.252634, 2.626790, 4.132946], [-1.531107, 3.073860, 1.107685], [-0.663624, -0.973058, -2.188102], [4.781525, 1.403957, -0.177761], [-2.747268, 5.056285, 3.276408], [-1.944157, 1.781343, 3.257626], [2.030259, 1.189261, 4.099771], [2.505499, 1.259730, 1.095594], [-1.976005, 2.642843, -0.492356], [-5.064309, 5.960604, 4.599200], [-2.832954, 5.440357, 1.542731], [-0.812957, -2.527721, -0.764028], [0.409603, -4.586367, 2.716715], [-0.935760, 1.419550, -2.012738], [-1.358591, -5.997279, -2.013094], [0.214341, -1.810422, 0.594239], [6.670779, 2.439441, -1.283114], [2.443494, 2.859289, 1.909546], [-1.196834, -7.835377, -4.034818], [-0.664941, -3.131412, 2.467598], [6.853851, -0.482628, -3.260642], [-4.081478, 2.797271, 0.353285], [0.833584, 1.693176, -1.978747], [1.231454, -7.724397, -4.222714], [-4.323891, 0.616535, -0.351766], [-1.701445, -0.434259, 2.151174], [0.757893, -4.727776, 0.218348], [0.508795, 1.928425, 0.301380], [-0.911303, 0.559208, 3.973797], [-6.153801, 6.911683, 3.582309], [4.773689, -0.949602, -1.542516], [-3.480125, 7.360010, 3.383547], [-0.251958, -7.376272, -1.855373], [1.108083, -2.966476, 2.247442], [2.130684, -0.457545, -1.078830], [-2.458733, 0.099860, -1.069538], [6.316200, -0.333305, -0.933794], [-2.143674, -1.104050, 0.110135], [1.331086, 0.207225, 2.804233]], "forces_ev_per_a": [[-0.17, -0.12, 0.21], [-0.11, -0.13, -0.24], [-0.04, 0.38, 0.18], [0.22, 0.81, 2.04], [0.43, -0.92, -1.77], [0.64, 0.73, 0.94], [0.27, 0.08, -0.05], [-0.26, 0.14, -0.11], [-0.27, -0.68, -0.50], [0.16, -0.17, 0.17], [0.20, -0.22, -0.03], [0.01, 0.22, -0.24], [-0.29, 0.06, 0.03], [0.76, 1.07, -0.87], [0.23, 0.97, 0.12], [-3.24, 2.74, 0.98], [-0.83, -0.13, 0.26], [0.84, -2.09, 0.56], [0.01, -0.07, 0.30], [0.09, -0.12, 0.25], [-0.21, 0.00, -0.18], [-0.08, -0.05, -0.97], [0.32, -0.09, -0.50], [-0.21, 1.22, 0.49], [0.13, -1.01, 0.38], [-0.69, 0.98, -0.07], [0.37, -1.69, -0.30], [-0.76, 0.30, -1.95], [0.10, -0.20, 0.13], [-0.06, 0.08, -0.25], [-2.33, 0.24, -1.02], [0.03, 0.25, 0.04], [0.03, -1.51, -0.42], [-0.15, 0.15, 0.60], [-0.49, 0.19, -0.19], [-0.01, -0.05, 0.02], [-0.12, -0.34, 0.31], [0.74, 0.47, 0.28], [0.69, -0.16, -0.13], [-0.53, 0.10, -0.06], [0.06, -0.02, -0.08], [0.05, 0.00, 0.03], [-0.58, 0.16, -0.36], [0.01, 0.02, 0.02], [0.53, 0.24, -0.44], [0.00, -0.10, 0.01], [-0.10, -0.27, 0.57], [0.06, -0.02, -0.07], [0.01, 0.02, 0.04], [0.08, -0.06, -0.06], [-0.04, 0.01, 0.06], [0.39, 0.00, 0.63], [-0.03, 0.04, 0.09], [-0.18, -0.03, -0.68], [0.71, -1.01, 0.13], [0.58, 0.08, 0.05], [0.03, 0.02, -0.02], [0.06, 0.08, -0.01], [0.55, -0.18, -0.43], [-0.27, 0.14, -0.43], [0.29, 0.40, 0.50], [0.83, -1.13, 0.16], [-0.05, 0.02, -0.03], [-0.05, -0.06, -0.02], [0.53, 0.41, 0.49], [-0.11, 0.54, -0.09], [0.52, 0.16, 0.46], [0.08, 0.05, 0.05], [-0.11, -0.12, -0.63], [-0.07, 0.05, 0.07], [0.56, -0.47, 0.00], [0.02, 0.02, 0.03], [0.58, -0.36, 0.13], [0.02, 0.09, -0.04], [0.37, -0.47, 0.12], [-0.43, -0.09, 0.50], [0.00, 0.04, -0.03], [0.22, -0.40, 0.59], [-0.29, 0.12, -0.64], [-0.35, 0.40, 0.13], [-0.41, -0.60, 0.08], [-0.10, 0.09, -0.71], [0.02, -0.03, -0.02], [0.02, 0.01, -0.02], [-0.01, -0.04, -0.01], [-0.08, -0.02, -0.01], [-0.34, -0.54, 0.15], [-0.40, -0.33, -0.27], [1.11, 0.45, 0.60], [-0.04, -0.02, -0.03], [0.35, 0.66, 0.77], [0.01, 0.62, 0.28]]}

Record 2
{"formula": "C28H60BNO14P", "method": "ωB97M-V/def2-TZVPD", "total_charge": 1, "symbols": ["P", "O", "O", "O", "O", "O", "O", "O", "O", "O", "O", "O", "O", "O", "O", "N", "C", "C", "C", "C", "C", "C", "C", "C", "C", "C", "C", "C", "C", "C", "C", "C", "C", "C", "C", "C", "C", "C", "C", "C", "C", "C", "C", "C", "B", "H", "H", "H", "H", "H", "H", "H", "H", "H", "H", "H", "H", "H", "H", "H", "H", "H", "H", "H", "H", "H", "H", "H", "H", "H", "H", "H", "H", "H", "H", "H", "H", "H", "H", "H", "H", "H", "H", "H", "H", "H", "H", "H", "H", "H", "H", "H", "H", "H", "H", "H", "H", "H", "H", "H", "H", "H", "H", "H", "H"], "xyz": [[1.043485, -1.402532, 1.570811], [-0.838223, 4.373239, 0.488991], [-4.332280, 2.355669, -4.029187], [-1.999135, 4.278323, 2.513349], [1.759785, 2.298923, 1.189171], [2.056371, -5.239788, -0.352030], [1.114679, 2.003123, 3.293748], [-4.220908, 2.304066, 3.489755], [-0.847275, 3.787418, -4.364043], [4.803865, -2.752246, 4.401558], [-3.004091, -0.179255, -3.301835], [7.709476, -2.999760, 4.781268], [1.952064, -6.133983, -3.158919], [-3.631020, 2.184373, 0.630811], [0.775289, 6.108831, -5.151085], [-2.596627, 0.131043, 0.646876], [-0.345031, -0.207357, 1.357258], [0.984502, 1.868464, 1.981146], [0.706255, 6.561374, -3.811141], [-2.000318, 4.605690, -4.513543], [0.229069, -2.983949, 2.067058], [-2.553156, 1.450025, 0.879116], [-1.551389, -0.691168, 0.873710], [-4.795964, 1.306532, 2.674557], [-1.619831, 3.938436, 3.853843], [5.456497, -2.793460, 5.665402], [1.189355, 4.759995, -5.276816], [-5.546472, 1.636383, -4.167174], [-3.659419, 2.113250, -2.809866], [1.979047, -0.939069, 3.071918], [1.258419, -5.013743, -2.644623], [1.989008, -4.378874, -1.480555], [-0.284975, 1.192455, 1.563530], [0.018751, 3.824833, -5.490286], [1.443800, -7.378265, -2.706904], [3.299280, -5.914605, -0.228500], [7.888997, -2.468101, 3.480301], [-6.227906, 0.945100, 3.113956], [6.856550, -2.222629, 5.602535], [-2.891699, -0.476747, -4.686792], [-2.530963, 1.115896, -2.963984], [-1.367619, 2.030425, 1.330871], [4.840612, -3.992931, 3.714253], [-4.879580, 1.755989, 1.227600], [-1.385952, 3.636435, 1.492132], [8.313674, -3.254317, 2.858681], [2.855815, -0.372222, 2.779006], [-2.416887, 4.264749, 4.507340], [-1.754793, 5.587934, -4.921013], [0.215459, 5.832531, -3.161504], [-5.435737, 0.592157, -3.866573], [-3.228790, 0.356366, -5.305606], [4.105768, -4.687610, 4.136112], [-0.854010, -2.954555, 2.007969], [-1.484883, 2.866598, 3.980891], [1.931610, 2.508861, 3.443063], [-0.681521, 4.433607, 4.087891], [-0.535446, 4.110373, -6.388886], [4.064738, -5.237762, 0.166295], [-1.806175, 1.477903, -3.697002], [-3.442031, -0.277706, 0.268856], [2.192909, -8.137632, -2.922329], [0.628760, -3.799757, 1.474166], [-5.387149, 1.006625, 0.617536], [-6.987994, 1.433403, 2.510350], [0.473170, -3.194405, 3.105315], [4.861352, -2.188840, 6.356398], [-3.235772, 3.064269, -2.478729], [6.943144, -2.142791, 3.040642], [1.768592, 4.450982, -4.400631], [-6.337926, 2.104934, -3.572043], [1.403556, -0.394801, 3.811701], [-6.369187, -0.125719, 2.983228], [-4.366333, 1.774778, -2.041842], [3.634679, -6.319526, -1.184463], [-6.339090, 1.145985, 4.172362], [-5.832357, 1.670716, -5.216415], [-4.873749, 3.003513, 3.604968], [-2.014336, 1.023176, -1.998749], [5.831158, -4.448552, 3.754824], [-5.512691, 2.636381, 1.195045], [-1.856010, -0.721524, -4.941568], [-0.110705, 3.916112, 0.049045], [1.844236, 4.702119, -6.151234], [3.160582, -6.735970, 0.472431], [1.248280, -7.370400, -1.632421], [0.240546, -5.290991, -2.350406], [-4.203260, 0.405838, 2.810874], [0.127623, 7.483333, -3.803637], [1.709506, 6.772675, -3.425752], [1.188366, -4.278033, -3.452177], [0.522294, -7.631709, -3.241042], [-2.438985, 4.739580, -3.526967], [6.830250, -1.183873, 5.258047], [1.437224, -3.486598, -1.163034], [2.990907, -4.064620, -1.786494], [5.481482, -3.817362, 6.048683], [0.402555, 2.810387, -5.638113], [8.585906, -1.624015, 3.504105], [-3.518098, -1.343160, -4.890382], [-2.729876, 4.111819, -5.160500], [2.349156, -1.834859, 3.563527], [4.585008, -3.801460, 2.671888], [7.279835, -2.232586, 6.611199], [-1.699671, -1.732177, 0.648833]], "forces_ev_per_a": [[0.58, -0.39, -0.84], [0.34, -0.12, 0.31], [0.00, -0.19, 0.01], [0.39, -0.24, 0.03], [0.57, 0.29, -0.82], [0.01, -0.01, -0.04], [-0.13, 0.11, 0.40], [0.17, -0.13, -0.11], [-0.01, 0.11, 0.06], [0.02, -0.07, -0.05], [-0.09, 0.06, 0.06], [-0.14, -0.01, -0.10], [0.02, -0.03, 0.15], [0.07, -0.12, 0.26], [-0.11, -0.07, 0.09], [0.12, -0.17, -0.04], [-0.58, -0.37, 0.51], [-0.24, -0.16, 0.28], [0.06, 0.04, -0.04], [0.01, -0.03, -0.11], [-0.03, 0.30, 0.38], [0.16, 0.08, 0.06], [0.75, 0.34, 0.25], [-0.81, 0.10, 0.28], [-0.29, -0.12, -0.26], [-0.14, 0.19, -0.01], [0.03, 0.16, -0.17], [-0.02, 0.06, 0.00], [0.02, 0.16, -0.11], [-0.22, 0.25, 0.18], [0.13, -0.01, -0.20], [-0.19, 0.04, 0.22], [-0.39, -0.31, -0.15], [0.02, -0.17, 0.13], [-0.01, 0.00, -0.07], [-0.01, 0.01, 0.06], [0.07, 0.01, 0.04], [0.48, -0.56, -0.32], [0.17, -0.14, 0.08], [0.04, -0.07, -0.01], [-0.02, -0.19, 0.12], [-0.06, 0.05, 0.18], [-0.07, 0.04, -0.02], [-0.27, 0.06, 0.01], [-0.17, 0.38, -0.24], [0.04, -0.01, 0.04], [0.08, 0.20, 0.03], [0.01, 0.12, 0.18], [0.07, -0.01, 0.00], [-0.01, -0.01, 0.00], [0.01, -0.01, 0.00], [0.00, 0.02, 0.02], [0.04, -0.04, 0.00], [-0.11, -0.13, -0.11], [-0.07, -0.17, -0.03], [0.04, -0.03, 0.11], [0.00, 0.18, 0.15], [0.00, 0.04, 0.00], [0.04, -0.01, -0.05], [0.00, 0.05, -0.01], [-0.08, 0.08, -0.09], [0.01, 0.02, -0.05], [-0.06, -0.06, -0.25], [0.21, -0.19, -0.19], [-0.14, 0.30, 0.18], [0.01, 0.03, 0.14], [0.01, -0.02, 0.02], [0.01, -0.02, 0.10], [-0.01, 0.01, 0.01], [-0.02, -0.02, 0.03], [-0.01, -0.04, 0.01], [-0.09, 0.12, 0.10], [-0.15, -0.10, -0.01], [-0.02, -0.03, -0.01], [0.00, 0.01, -0.01], [-0.14, 0.18, 0.11], [0.01, 0.05, 0.00], [0.07, 0.13, 0.04], [0.07, 0.09, -0.05], [0.01, 0.00, 0.01], [0.06, 0.23, -0.11], [0.00, 0.04, -0.04], [-0.25, 0.01, -0.42], [0.02, -0.03, 0.02], [-0.03, 0.03, 0.03], [0.00, 0.01, 0.01], [0.00, -0.01, 0.04], [0.41, 0.06, -0.06], [0.03, 0.02, -0.04], [-0.01, -0.03, 0.05], [-0.04, 0.02, 0.03], [-0.02, -0.02, 0.05], [0.00, 0.01, 0.02], [-0.03, 0.01, -0.02], [0.04, 0.05, -0.07], [0.02, -0.02, -0.02], [0.03, -0.02, -0.01], [0.01, 0.01, -0.04], [-0.03, 0.03, -0.04], [0.01, -0.02, 0.04], [-0.05, 0.06, 0.01], [0.05, -0.26, -0.18], [-0.03, 0.03, 0.01], [-0.02, 0.04, 0.01], [-0.18, -0.08, -0.09]]}

no.,E (eV)
1,-39106.1046
2,-70120.4024